1.
The following is a quantum chemistry calculation of the molecule C5H4N2 in a non-equilibrium geometry, from the Open Molecules 2025 dataset.

Output
E_HOMO (alpha / beta) = -9.1 / -9.1 eV
orbital gap (alpha / beta) = 8.96 / 8.96 eV
energy above the lowest of the compared OMol25 structures with the same formula, charge and spin = 540.6 kJ/mol
electronic energy = -8223.891 eV

XYZ file:
```
11
C5H4N2, DFT wB97M-V/def2-TZVPD
C 3.11503 0.54368 0.12815
C 1.90997 0.42234 0.47548
C 0.55463 0.21056 0.40182
C -0.09615 -0.95169 -0.22954
C -1.51777 -0.57083 -0.27383
N -1.68904 0.65252 0.10490
N -0.44922 1.11743 0.45183
H 0.61828 -0.36223 -0.97741
H 0.25887 -1.97697 -0.19737
H -2.37598 -1.17934 -0.54765
H -0.32863 2.09452 0.66361
```

---

2.
The following is a quantum chemistry calculation of a structure of composition C19H20Cl5IrO4P, from the Open Molecules 2025 dataset.

Output
E_HOMO = -11.6 eV
orbital gap = 6.77 eV
energy above the lowest of the compared OMol25 structures with the same formula, charge and spin = 36.5 kJ/mol
electronic energy = -102951.813 eV
charge = +1

XYZ file:
```
50
C19H20Cl5IrO4P, DFT wB97M-V/def2-TZVPD
Ir -0.81818 -0.46762 -0.99478
Cl -1.81854 5.00982 -5.22709
C -1.91293 3.81798 -3.99993
C -0.84889 2.95855 -3.78143
Cl 0.59118 3.04624 -4.70707
C -0.96815 2.00135 -2.78667
Cl 0.37603 0.86794 -2.51725
C -2.09185 1.84153 -1.98577
O -2.17910 0.95502 -0.99057
C -3.15076 2.72281 -2.21879
Cl -4.53738 2.56667 -1.22387
C -3.06670 3.69161 -3.20928
Cl -4.38601 4.74595 -3.46588
O -0.79251 -5.19764 1.37862
C -0.00382 -4.42794 0.64167
C 1.36528 -4.73546 0.58876
C 2.23410 -3.95912 -0.14437
C 1.77715 -2.85236 -0.86565
C 0.43210 -2.54913 -0.80556
C -0.47548 -3.30586 -0.04742
C -1.89554 -2.89582 0.09778
O -2.73726 -3.60812 0.59731
O -2.19846 -1.66613 -0.32985
H -1.71931 -4.90205 1.25236
H 1.71548 -5.60147 1.13701
H 3.28183 -4.23010 -0.18594
H 2.44602 -2.29758 -1.51274
H 0.07802 -1.92797 -1.68934
C 0.85988 -1.54345 2.57800
C 0.18364 -0.19979 2.35180
P 0.32206 0.55849 0.71487
C 2.09395 0.66135 0.32447
C 2.96040 1.35000 1.38286
C -0.36741 2.23498 0.89592
C -0.12905 2.93420 2.23753
H 0.80373 -1.80063 3.63557
H 1.91492 -1.51878 2.30014
H 0.37438 -2.33526 2.01643
H 0.62444 0.55267 3.00880
H -0.88270 -0.23029 2.59438
H 2.17966 1.17598 -0.63071
H 2.42417 -0.36564 0.16147
H 2.72245 2.40979 1.46864
H 4.00919 1.27210 1.09453
H 2.85562 0.88887 2.36621
H -1.43432 2.14853 0.70034
H 0.04793 2.81844 0.06769
H -0.64319 2.42277 3.05103
H -0.54058 3.94152 2.17927
H 0.92447 3.02303 2.49650
```

---

3.
The following is a quantum chemistry calculation of a structure of composition C2H3F3O3SSr in a non-equilibrium geometry, from the Open Molecules 2025 dataset.

Output
E_HOMO = -8.0 eV
orbital gap = 7.19 eV
energy above the lowest of the compared OMol25 structures with the same formula, charge and spin = 0.0 kJ/mol
electronic energy = -28088.489 eV

XYZ file:
```
13
C2H3F3O3SSr, DFT wB97M-V/def2-TZVPD
S 1.53889 1.09835 -0.02742
O 0.67062 0.86171 -1.23019
O 0.60992 0.94473 1.14332
C 2.67751 -0.37303 0.05526
F 3.47029 -0.36095 -1.00079
F 3.40173 -0.28862 1.15667
F 1.98015 -1.49820 0.06873
O 2.40349 2.26024 -0.04324
Sr -1.49825 0.59714 -0.08075
C -3.55020 -0.65097 -0.01683
H -4.01729 -0.62215 0.98473
H -4.29391 -0.25530 -0.73219
H -3.39295 -1.71296 -0.27731
```

---

4.
The following is a quantum chemistry calculation of the molecule C9H8N2OS in a non-equilibrium geometry, from the Open Molecules 2025 dataset.

Output
E_HOMO (alpha / beta) = -7.8 / -7.8 eV
orbital gap (alpha / beta) = 6.91 / 6.98 eV
energy above the lowest of the compared OMol25 structures with the same formula, charge and spin = 667.9 kJ/mol
electronic energy = -25319.323 eV

XYZ file:
```
21
C9H8N2OS, DFT wB97M-V/def2-TZVPD
C -2.40418 -2.47558 -0.03520
C -1.32854 -2.48559 -0.94673
C -2.35297 -1.30807 0.68702
C -0.64161 -1.31153 -0.74745
C -0.72533 1.43418 1.54703
C 0.51730 -0.54506 -1.14272
C -0.58975 0.57890 0.56712
C 0.50447 0.59437 -0.39699
C 1.46545 2.58765 1.09377
N 2.95770 1.08606 -0.68830
N -1.28852 -0.59734 0.23888
O 1.45199 -0.91161 -2.01337
S 1.64164 1.95517 -0.56779
H -3.14304 -3.24535 0.06592
H -1.08593 -3.25773 -1.64838
H -2.99250 -0.95274 1.47185
H -1.28202 1.71627 2.40040
H 1.21537 3.62997 1.16513
H 2.13203 2.17317 1.82906
H 3.73307 1.64051 -1.02983
H 2.21537 -0.30564 -1.84942
```

---

5.
The following is a quantum chemistry calculation of a structure of composition C67H58F3N3OPSTl in a non-equilibrium geometry, from the Open Molecules 2025 dataset.

Output
E_HOMO = 0.1 eV
orbital gap = 3.33 eV
electronic energy = -109904.373 eV
charge = -2

XYZ file:
```
135
C67H58F3N3OPSTl, DFT wB97M-V/def2-TZVPD
Tl -0.12698 -0.05588 0.88478
C -0.80817 -4.89372 -2.49054
C -0.78596 -3.42074 -2.06967
C -2.08122 -2.70909 -2.39240
C -2.62072 -2.77955 -3.67147
C -3.86857 -2.25151 -3.96310
C -4.61292 -1.67788 -2.94669
C -4.11338 -1.58866 -1.65146
C -5.01520 -1.03727 -0.56879
C -6.03216 -2.07690 -0.08135
C -2.80596 -2.04952 -1.38066
N -2.22884 -1.82759 -0.12752
C -2.68403 -2.46802 0.89198
C -2.33597 -2.18996 2.23409
C -2.79912 -2.81141 3.40752
C -2.21137 -2.12184 4.46335
C -1.41750 -1.11999 3.88232
N -1.49669 -1.15746 2.55470
H 0.03247 -5.42008 -2.03889
H -0.73097 -5.00382 -3.57485
H -1.73404 -5.37749 -2.17051
H 0.05018 -2.92957 -2.57106
H -0.59310 -3.34921 -1.00004
H -2.05417 -3.27579 -4.45164
H -4.26972 -2.31291 -4.96791
H -5.60567 -1.28974 -3.15719
H -5.58566 -0.19038 -0.96193
H -4.42248 -0.68115 0.27386
H -6.63114 -2.44548 -0.91643
H -6.70272 -1.63451 0.65885
H -5.53189 -2.92861 0.37795
H -3.39127 -3.29119 0.73895
H -3.46928 -3.65820 3.45971
H -2.33491 -2.30669 5.52015
H -0.80416 -0.38412 4.38379
C 4.47917 -3.16339 5.87587
C 5.14921 -2.57162 4.81274
C 4.45600 -1.77895 3.90758
C 3.09080 -1.56053 4.05615
C 2.42197 -2.18304 5.10977
C 3.11034 -2.97336 6.01821
P 2.08823 -0.56719 2.83969
C 3.22054 -0.30332 1.48378
C 3.29351 1.06104 0.95113
C 4.36118 1.33207 -0.13392
C 4.78622 0.10384 -0.87045
C 4.43002 -1.13077 -0.52977
C 3.44188 -1.46815 0.54225
C 2.06378 1.06561 3.66396
C 3.06223 1.42873 4.54166
C 2.99373 2.62943 5.26710
C 1.88613 3.42336 5.17295
C 0.81247 3.06483 4.32304
C -0.36894 3.83863 4.30148
C -1.40064 3.49153 3.48056
C -1.26870 2.38880 2.61474
C -0.14629 1.59539 2.57818
C 0.91060 1.90211 3.49680
H 5.02256 -3.77888 6.58507
H 6.21603 -2.72919 4.69132
H 4.96134 -1.29919 3.07281
H 1.34960 -2.03775 5.20136
H 2.58082 -3.45591 6.83310
H 3.40793 1.76158 1.78002
H 5.26641 1.82983 0.24217
H 5.47581 0.26005 -1.69790
H 4.82897 -1.97455 -1.08863
H 3.80708 -2.32352 1.13245
H 3.92425 0.78432 4.65835
H 3.81917 2.91344 5.91191
H 1.80983 4.33987 5.75086
H -0.44562 4.69516 4.96559
H -2.32204 4.06662 3.48045
H -2.10947 2.15070 1.97431
C 1.26710 0.42673 -4.88003
C 0.32733 -0.28809 -4.05735
C 0.31280 -0.09299 -2.71966
C 1.25155 0.76246 -2.05457
C 1.21399 0.95761 -0.71082
C 2.18704 1.79394 -0.01689
C 3.38188 2.32024 -0.86219
C 3.21477 2.22325 -2.33524
C 2.25310 1.45525 -2.89371
C 2.16315 1.27208 -4.32632
H 1.24977 0.29237 -5.95692
H -0.36062 -0.98455 -4.52525
H -0.41669 -0.58165 -2.08357
H 1.66829 2.54586 0.58475
H 3.65600 3.34371 -0.58200
H 3.92627 2.74682 -2.97102
H 2.86766 1.82376 -4.94179
O -1.81489 1.58042 -0.72059
S -2.79973 2.67693 -0.65456
C -2.14059 4.05459 -1.70691
C -1.00912 4.76141 -1.03480
C -1.25533 5.64031 0.01703
C -0.21333 6.29608 0.64779
C 1.09240 6.08519 0.22851
C 1.34476 5.20900 -0.81462
C 0.30239 4.54189 -1.44065
C -4.17571 2.25091 -1.84413
C -3.80160 2.21692 -3.28306
C -4.31170 3.16807 -4.16625
C -3.97350 3.14266 -5.50907
C -3.10250 2.17398 -5.98537
C -2.58065 1.23076 -5.10984
C -2.92920 1.24354 -3.76943
H -2.99409 4.71888 -1.86433
H -1.83523 3.59482 -2.64571
H -2.27662 5.80016 0.34756
H -0.41515 6.95856 1.47914
H 1.91044 6.59383 0.72284
H 2.36053 5.03058 -1.14163
H 0.51222 3.83355 -2.23531
H -4.96555 2.97556 -1.63581
H -4.46933 1.26541 -1.48837
H -4.99644 3.92358 -3.79468
H -4.39321 3.87906 -6.18449
H -2.83010 2.15222 -7.03326
H -1.89096 0.48054 -5.46898
H -2.51803 0.50335 -3.09388
F 3.58717 -5.91077 -1.42696
C 2.60705 -5.88341 -0.48741
F 3.03358 -6.69712 0.51309
F 1.55153 -6.54490 -1.05404
C 2.25149 -4.51950 -0.01795
C 2.50404 -3.43560 -0.77890
C 2.16766 -2.07757 -0.23180
N 1.02167 -2.12076 0.65614
C 0.84570 -3.20566 1.39469
C 1.48720 -4.40921 1.18868
H 2.94890 -3.51956 -1.76328
H 1.95469 -1.39485 -1.05376
H 0.10076 -3.12620 2.18341
H 1.30222 -5.26620 1.81883
```

---

6.
The following is a quantum chemistry calculation of a cluster of 2 separate species, C9H14 in total in a non-equilibrium geometry, from the Open Molecules 2025 dataset.

Output
E_HOMO = -9.0 eV
orbital gap = 10.01 eV
energy above the lowest of the compared OMol25 structures with the same formula, charge and spin = 47.6 kJ/mol
electronic energy = -9559.688 eV
SMILES string = Cc1ccccc1.CC

XYZ file:
```
23
C9H14, DFT wB97M-V/def2-TZVPD
C -2.15064 -2.08125 1.88422
C -1.64363 -1.40169 0.63376
C -0.88096 -0.25191 0.68982
C -0.42809 0.38460 -0.45678
C -0.76334 -0.15353 -1.71134
C -1.59225 -1.25222 -1.74456
C -2.08463 -1.88303 -0.60862
H -1.55431 -2.98498 2.02230
H -3.19796 -2.38225 1.79429
H -2.01041 -1.46838 2.76870
H -0.80183 0.24574 1.65143
H 0.22461 1.24700 -0.47663
H -0.49812 0.40264 -2.60071
H -1.82065 -1.70768 -2.70181
H -2.77573 -2.71193 -0.64212
C 4.31508 2.77724 -0.28184
C 3.41010 2.70163 0.93411
H 5.34767 2.64803 0.02224
H 4.09455 2.10952 -1.10820
H 4.27897 3.79376 -0.69733
H 3.01847 1.69523 1.13716
H 2.41777 3.17492 0.86303
H 3.91636 3.07068 1.82692
```

---

7.
The following is a quantum chemistry calculation of a structure of composition C7H16Br2P in a non-equilibrium geometry, from the Open Molecules 2025 dataset.

Output
E_HOMO (alpha / beta) = -14.3 / -12.4 eV
orbital gap (alpha / beta) = 8.65 / 5.34 eV
electronic energy = -156881.888 eV
charge = +1

XYZ file:
```
26
C7H16Br2P, DFT wB97M-V/def2-TZVPD
C -1.58160 -1.74694 0.59235
C -0.97105 -0.74463 -1.65001
C 0.88342 -1.95053 -0.34057
C 1.06684 0.39862 2.17757
C 0.61159 2.15632 -0.30736
C -0.69583 2.67803 -0.88742
C -0.41467 -1.10635 -0.22006
P 0.04704 0.54581 0.68542
Br -1.84407 2.68275 0.64861
Br 3.77925 0.35584 0.42249
H -2.46659 -1.14795 0.56701
H -1.31080 -2.03095 1.54909
H -1.75317 -2.63997 0.08988
H -0.05479 -0.82280 -2.42318
H -1.59772 0.08548 -1.62954
H -1.55540 -1.59597 -1.93521
H 1.55153 -1.89272 0.43613
H 0.55108 -2.97551 -0.70906
H 1.50580 -1.57898 -1.15196
H 1.51322 -0.53656 2.20378
H 0.30062 0.35456 3.01127
H 1.90408 1.04434 2.47734
H 1.06368 2.79795 0.48004
H 1.27320 2.09487 -1.16732
H -1.17887 1.88884 -1.48093
H -0.62680 3.68645 -1.43834
```

---

8.
The following is a quantum chemistry calculation of the ion C5H9N3 with charge +2 in a non-equilibrium geometry, from the Open Molecules 2025 dataset.

Output
E_HOMO = -19.9 eV
orbital gap = 11.25 eV
energy above the lowest of the compared OMol25 structures with the same formula, charge and spin = 227.5 kJ/mol
electronic energy = -9780.115 eV
charge = +2
SMILES string = CC#[N+][C@H]1N/C1=[NH+]\C

XYZ file:
```
17
C5H9N3, DFT wB97M-V/def2-TZVPD
C -3.73948 -0.45631 -0.22244
C -2.48493 -0.08281 0.13280
N -1.40282 0.22817 0.44026
C -0.22038 0.94150 0.67598
N 0.96475 0.56652 1.52128
C 1.08953 0.43660 0.18064
N 1.88514 0.18376 -0.80709
C 3.18675 -0.54490 -0.69435
H -3.62698 -1.42679 -0.80293
H -4.29214 0.26187 -0.76281
H -4.37831 -0.74486 0.58468
H -0.33111 1.96104 0.75738
H 1.19414 -0.08190 2.28055
H 1.66266 0.78723 -1.53982
H 3.38192 -0.75192 0.36332
H 3.11495 -1.41212 -1.27663
H 3.99631 0.13494 -0.83082
```